{
  "formula": "C3H2OS",
  "method": "ωB97M-V/def2-TZVPD",
  "species": ["C", "C", "C", "H", "H", "O", "S"],
  "positions_angstrom": [[1.162, 0.998, -1.087], [1.290, -0.186, -0.302], [0.569, 0.862, 0.215], [1.514, -1.190, -0.128], [0.057, 1.390, 0.984], [-1.867, -1.441, 0.499], [-2.723, -0.433, -0.182]],
  "total_energy_ev": -16019.6181,
  "smiles": "C1=CC=1.O=S",
  "homo_lumo_gap_ev": [7.152, 7.127],
  "e_homo_ev": [-9.0075, -9.0093],
  "spin_multiplicity": 1
}